ORCA calculation (the ωB97M-V functional and the def2-TZVPD basis) on a structure of composition C3H3O3Tl.

```
! RIJCOSX wB97M-V def2-TZVPD def2/J DEFGRID3
* xyz 1 2
C 0.5820 -0.0276 0.2585
C 0.0813 -1.9658 -0.9346
O 1.2120 -1.0800 -0.0809
O -0.6645 0.0608 -0.2357
C -0.8888 -0.9511 -1.3211
H 0.6082 -2.4518 -1.7609
H -0.2204 -2.6622 -0.1418
H -0.5549 -0.4128 -2.2228
O 0.9165 0.8754 1.0390
Tl -0.8548 1.9477 0.7961
*
```

The calculation puts the highest occupied orbital energy (alpha / beta) at -14.258 / -14.288 eV. The energy is -513.93287 Eh. The value obtained for the largest force on an atom is 7.83 eV Å⁻¹.

ORCA calculation (the ωB97M-V functional and the def2-TZVPD basis) on a structure of composition C3H3O4Ru.

```
! RIJCOSX wB97M-V def2-TZVPD def2/J DEFGRID3
* xyz 1 7
O -1.0439 -1.0110 -1.3531
C -0.1556 -0.2165 -1.6374
C 0.2331 0.8704 -0.6850
O -0.5063 0.8437 0.4653
Ru -1.9793 -0.4079 0.4654
H 0.4184 -0.3348 -2.5751
H 0.1583 1.8175 -1.2671
H 1.3276 0.7445 -0.5177
O -0.1785 -1.5393 1.8432
C 0.5120 -0.7084 2.3027
O 1.2143 -0.0583 2.9588
*
```

The calculation puts the highest occupied orbital energy (alpha / beta) at -12.069 / -16.449 eV. The energy is -511.50131 Eh. The value obtained for the largest force on an atom is 3.09 eV Å⁻¹.

ORCA calculation (the ωB97M-V functional and the def2-TZVPD basis) on a structure of composition C3H3OP.

```
! RIJCOSX wB97M-V def2-TZVPD def2/J DEFGRID3
* xyz 0 1
C 0.3726 -1.7224 -0.9231
C -0.1329 -0.7098 -0.5141
C -0.4213 1.0785 0.3393
O -2.9723 0.2270 0.5502
P -2.0015 0.7355 -0.4401
H 0.6724 -2.6413 -1.3045
H 0.4739 1.5472 0.0032
H -0.4485 0.8894 1.3321
*
```

The calculation puts the highest occupied orbital energy at -9.488 eV. The energy is -532.54567 Eh. The value obtained for the largest force on an atom is 4.77 eV Å⁻¹.

ORCA calculation (the ωB97M-V functional and the def2-TZVPD basis) on the ion C3H3OS with charge +1.

```
! RIJCOSX wB97M-V def2-TZVPD def2/J DEFGRID3
* xyz 1 1
C -0.0064 -0.0738 -0.0701
C 0.2150 -1.3140 -0.0181
C 0.9013 1.0486 0.0673
O 2.1639 0.9464 -0.0205
S 3.0026 -0.4384 0.0084
H -1.0218 0.4431 -0.0081
H 0.4506 -2.3861 0.0989
H 0.3247 1.9725 0.0869
*
```

The calculation puts the highest occupied orbital energy (alpha / beta) at -14.524 / -14.514 eV. The energy is -589.04385 Eh. The value obtained for the largest force on an atom is 4.01 eV Å⁻¹.

ORCA calculation (the ωB97M-V functional and the def2-TZVPD basis) on an isolated molecule of C3H3PS.

```
! RIJCOSX wB97M-V def2-TZVPD def2/J DEFGRID3
* xyz 0 1
C 1.4558 -1.0055 0.0800
C 2.5586 -0.2084 -0.0112
C 0.2489 -0.0733 -0.1095
P 0.8285 -2.8257 0.2286
S 3.7627 0.7504 -0.1929
H 0.6310 1.0137 0.1798
H -0.5074 -0.3619 0.4951
H -0.1613 -0.1187 -1.1396
*
```

The calculation puts the highest occupied orbital energy (alpha / beta) at -8.603 / -7.632 eV. The energy is -855.49131 Eh. The value obtained for the largest force on an atom is 4.21 eV Å⁻¹.

ORCA calculation (the ωB97M-V functional and the def2-TZVPD basis) on an isolated molecule of C3H3PS.

```
! RIJCOSX wB97M-V def2-TZVPD def2/J DEFGRID3
* xyz 0 1
C 1.2233 0.0053 0.0612
C -0.2777 0.3805 -0.0615
P -1.4117 1.6696 -0.3082
C -1.5537 -0.1813 0.1359
S -2.5330 -1.4175 0.2554
H 1.8320 0.9857 -0.0071
H 1.4177 -0.5866 -0.8738
H 1.3032 -0.8558 0.7980
*
```

The calculation puts the highest occupied orbital energy at -7.846 eV. The energy is -855.55498 Eh. The structure (SMILES) is Cc1pc1=S. The value obtained for the largest force on an atom is 2.91 eV Å⁻¹.

Question: Which value of energy does entry 2 give?
Answer: -511.50131 Eh